Entry 1:
A molecular structure, C30H51FeN4O2S2Si. Source: the Open Molecules 2025 dataset; level of theory: the ωB97M-V functional and the def2-TZVPD basis.

Computed properties:
Charge   -1
E_HOMO (alpha / beta)   -4.201 / -4.710 eV
Spin multiplicity   5
Orbital gap (alpha / beta)   6.90 / 7.40 eV
DFT total energy   -3892.84005 Ha

Geometry (Å):
Fe: -0.152 -0.367 0.361
C: 1.294 1.263 4.019
N: -0.086 1.316 3.552
C: -0.656 2.644 3.646
C: -0.084 3.599 2.613
N: -0.201 3.128 1.233
C: 1.069 2.804 0.609
C: -1.134 3.840 0.439
C: -0.702 4.914 -0.338
C: -1.589 5.658 -1.102
C: -2.940 5.343 -1.083
C: -3.378 4.266 -0.324
C: -2.496 3.489 0.429
S: -3.140 2.042 1.240
C: -0.886 0.271 4.095
C: -1.836 0.519 5.088
C: -2.606 -0.502 5.629
C: -2.420 -1.802 5.191
C: -1.484 -2.058 4.197
C: -0.721 -1.043 3.621
S: 0.419 -1.484 2.339
H: 1.677 0.249 3.925
H: 1.372 1.583 5.071
H: 1.927 1.915 3.413
H: -0.516 3.093 4.646
H: -1.721 2.554 3.452
H: 0.972 3.808 2.821
H: -0.614 4.549 2.730
H: 0.918 2.601 -0.451
H: 1.490 1.911 1.071
H: 1.825 3.599 0.715
H: 0.351 5.171 -0.339
H: -1.225 6.484 -1.701
H: -3.647 5.920 -1.668
H: -4.421 3.977 -0.333
H: -1.985 1.529 5.448
H: -3.343 -0.275 6.391
H: -3.009 -2.612 5.606
H: -1.347 -3.065 3.823
C: -4.393 -1.132 -0.763
O: -4.298 0.198 -0.263
C: -2.972 0.702 -0.170
O: -2.097 -0.232 0.138
N: -2.750 1.462 -1.388
N: -1.372 1.634 -1.637
H: -5.314 -1.557 -0.366
H: -3.549 -1.738 -0.440
H: -4.448 -1.144 -1.858
H: -3.234 0.985 -2.141
H: -1.263 2.312 -2.378
H: -0.961 0.765 -1.937
C: -0.083 -1.060 -3.884
C: 1.307 -0.883 -3.232
C: 2.320 -1.511 -4.200
C: 1.633 0.625 -3.198
Si: 1.300 -1.577 -1.374
C: 3.181 -1.645 -0.819
C: 3.874 -0.304 -1.103
C: 4.028 -2.751 -1.466
C: 3.240 -1.829 0.705
C: 0.612 -3.432 -1.418
C: -0.927 -3.380 -1.446
C: 1.084 -4.298 -2.595
C: 0.973 -4.195 -0.131
H: -0.166 -0.407 -4.765
H: -0.922 -0.830 -3.227
H: -0.238 -2.083 -4.227
H: 2.200 -1.059 -5.197
H: 2.188 -2.587 -4.308
H: 3.351 -1.329 -3.891
H: 1.433 1.073 -4.183
H: 2.683 0.805 -2.971
H: 1.058 1.173 -2.455
H: 4.063 -0.147 -2.166
H: 4.848 -0.283 -0.593
H: 3.287 0.545 -0.731
H: 4.041 -2.687 -2.555
H: 3.683 -3.749 -1.196
H: 5.068 -2.663 -1.117
H: 2.747 -1.007 1.229
H: 4.290 -1.855 1.034
H: 2.762 -2.751 1.043
H: -1.318 -2.917 -2.355
H: -1.330 -2.828 -0.595
H: -1.330 -4.403 -1.397
H: 0.730 -3.934 -3.558
H: 0.688 -5.317 -2.472
H: 2.173 -4.376 -2.643
H: 0.687 -3.648 0.770
H: 2.034 -4.436 -0.067
H: 0.424 -5.149 -0.121

Entry 2:
A gas-phase ion, C30H51N12O6 (charge +1). Source: the Open Molecules 2025 dataset; level of theory: the ωB97M-V functional and the def2-TZVPD basis.

Computed properties:
Energy above the lowest of the compared OMol25 structures with the same formula, charge and spin   0.00 kcal/mol
Charge   +1
E_HOMO   -10.408 eV
Orbital gap   8.88 eV
DFT total energy   -2282.04752 Ha

Geometry (Å):
C: 1.334 5.235 3.385
C: 0.936 4.151 3.703
C: 0.443 2.827 4.044
H: 1.291 2.146 4.173
H: -0.125 2.880 4.983
O: -0.350 2.223 3.025
C: -1.696 2.636 2.930
H: -2.155 2.688 3.924
H: -2.181 1.847 2.346
C: -1.888 3.982 2.223
H: -2.965 4.166 2.116
O: -1.264 3.898 0.957
C: -1.671 4.879 0.026
H: -1.601 5.884 0.462
H: -2.716 4.706 -0.263
C: -0.724 4.801 -1.186
O: -0.336 3.487 -1.529
C: -1.126 2.774 -2.469
H: -0.511 1.908 -2.728
H: -1.291 3.385 -3.364
C: -2.474 2.279 -1.917
N: -2.321 1.614 -0.652
C: -2.040 0.294 -0.558
N: -2.215 -0.463 -1.631
C: -1.932 -1.758 -1.459
N: -2.045 -2.568 -2.530
C: -2.015 -4.006 -2.386
H: -1.469 -4.424 -3.238
H: -1.502 -4.253 -1.459
C: -3.452 -4.540 -2.397
O: -4.126 -4.142 -3.569
C: -4.173 -2.738 -3.687
H: -4.732 -2.306 -2.843
C: -2.761 -2.138 -3.712
H: -2.225 -2.505 -4.593
H: -2.798 -1.051 -3.720
H: -4.702 -2.528 -4.618
H: -3.983 -4.165 -1.508
H: -3.467 -5.631 -2.394
N: -1.504 -2.293 -0.313
C: -1.420 -1.447 0.710
N: -1.663 -0.136 0.651
N: -1.096 -1.977 1.914
H: 1.150 1.144 0.286
C: -0.493 -3.278 2.012
H: -0.700 -3.816 1.088
C: 1.037 -3.124 2.212
N: 1.301 -1.863 2.878
C: 2.187 -0.907 2.563
O: 2.258 0.131 3.199
C: 3.164 -1.203 1.404
N: 2.440 -1.295 0.162
C: 2.581 -2.187 -0.839
C: 1.676 -1.786 -1.803
N: 1.061 -0.682 -1.345
N: 1.518 -0.400 -0.180
C: 1.368 -2.373 -3.141
N: 2.050 -1.599 -4.165
H: 1.754 -1.888 -5.089
H: 3.056 -1.726 -4.103
C: 1.731 -3.873 -3.167
O: 1.212 -4.507 -2.019
H: 1.258 -5.461 -2.141
H: 1.324 -4.317 -4.085
H: 2.829 -3.977 -3.198
H: 0.291 -2.254 -3.297
H: 3.264 -3.008 -0.790
C: 4.313 -0.169 1.304
H: 5.152 -0.674 0.820
H: 4.616 0.083 2.320
C: 4.024 1.121 0.525
H: 4.984 1.505 0.177
C: 3.316 2.214 1.342
H: 2.872 1.772 2.231
H: 4.051 2.944 1.679
C: 2.224 2.939 0.567
N: 0.972 2.154 0.547
H: 0.509 2.164 1.478
H: 0.321 2.571 -0.145
H: 2.011 3.899 1.040
H: 2.536 3.118 -0.464
H: 3.446 0.892 -0.371
H: 3.615 -2.183 1.600
C: 0.282 -1.544 3.863
C: -0.992 -1.158 3.100
H: -0.946 -0.117 2.779
H: -1.873 -1.303 3.738
H: 0.127 -2.419 4.496
H: 0.632 -0.715 4.476
H: 1.416 -3.944 2.833
H: 1.527 -3.170 1.244
H: -0.941 -3.816 2.852
H: -2.007 2.179 0.125
H: -2.892 1.562 -2.624
H: -3.172 3.112 -1.796
H: 0.212 5.307 -0.932
H: -1.181 5.312 -2.039
H: -1.445 4.803 2.803
H: 1.691 6.192 3.144

Entry 3:
3 unconnected molecules or ions with the total composition C30H51N3O11PS4. Source: the Open Molecules 2025 dataset; level of theory: the ωB97M-V functional and the def2-TZVPD basis.

Computed properties:
Charge   -1
E_HOMO   -4.258 eV
Orbital gap   5.63 eV
DFT total energy   -4099.62062 Ha

Geometry (Å):
C: 4.073 1.039 -0.016
C: 3.358 -0.322 0.223
C: 1.825 -0.204 0.125
O: 1.488 1.071 0.659
P: 0.248 0.923 1.827
C: -1.090 1.695 0.715
C: -0.654 2.932 -0.105
C: -0.130 2.618 -1.525
C: -0.067 3.959 -2.319
O: 1.167 4.147 -3.015
C: 0.956 3.822 -4.389
C: 0.641 2.527 2.789
C: -0.339 3.150 3.567
C: 0.055 4.323 4.190
C: 1.307 4.879 4.070
N: 2.258 4.283 3.351
C: 1.878 3.160 2.752
O: -0.135 -0.728 1.373
C: 0.942 -1.416 0.704
C: 1.554 -2.293 1.824
C: 2.144 -3.666 1.392
C: 3.073 -3.657 0.162
S: 4.844 -3.505 0.597
C: 5.647 -3.630 -0.959
S: 7.255 -3.582 -1.119
N: 4.804 -3.808 -2.103
C: 4.492 -5.014 -2.717
C: 3.656 -4.664 -3.721
N: 3.446 -3.300 -3.784
C: 4.145 -2.845 -2.785
C: 0.206 -2.088 -0.472
C: -0.866 -3.112 -0.067
C: -1.275 -3.991 -1.282
C: -1.724 -3.122 -2.479
C: -0.107 -4.921 -1.767
H: 4.249 1.552 0.932
H: 5.058 0.791 -0.444
H: 3.547 1.658 -0.747
H: 3.706 -0.739 1.174
H: 3.706 -0.968 -0.598
H: 1.517 -0.154 -0.938
H: -0.823 0.737 2.805
H: 1.165 0.287 2.780
H: -1.909 2.001 1.379
H: -1.478 0.935 0.022
H: -1.558 3.560 -0.241
H: 0.085 3.574 0.391
H: 0.918 2.303 -1.431
H: -0.726 1.858 -2.045
H: -0.140 4.775 -1.586
H: -0.956 4.049 -2.963
H: 0.652 2.764 -4.423
H: 1.896 3.983 -4.928
H: 0.187 4.468 -4.839
H: -1.343 2.747 3.656
H: -0.681 4.856 4.797
H: 1.527 5.823 4.569
H: 2.641 2.667 2.141
H: 0.763 -2.512 2.550
H: 2.319 -1.722 2.360
H: 1.346 -4.390 1.198
H: 2.723 -4.069 2.239
H: 2.843 -2.890 -0.577
H: 2.959 -4.624 -0.347
H: 4.866 -5.973 -2.391
H: 3.191 -5.353 -4.417
H: 4.200 -1.798 -2.506
H: -0.318 -1.278 -0.993
H: 0.881 -2.524 -1.230
H: -1.794 -2.621 0.255
H: -0.567 -3.785 0.746
H: -2.110 -4.660 -1.027
H: -2.018 -3.765 -3.318
H: -2.614 -2.550 -2.179
H: -0.930 -2.455 -2.830
H: 0.205 -4.556 -2.757
H: -0.396 -5.972 -1.844
H: 0.773 -4.775 -1.127
C: -5.972 -2.293 -6.008
C: -4.807 -1.615 -5.318
O: -4.455 -2.502 -4.253
S: -4.736 -4.017 -4.700
O: -3.526 -4.589 -5.163
O: -5.540 -4.634 -3.711
O: -5.652 -3.687 -5.984
H: -6.902 -2.145 -5.455
H: -6.102 -1.953 -7.033
H: -5.065 -0.634 -4.928
H: -3.946 -1.526 -5.985
C: -3.498 5.340 8.453
C: -4.654 6.072 7.804
O: -4.063 6.789 6.718
S: -2.821 5.942 6.132
O: -3.266 5.213 5.004
O: -1.688 6.789 6.095
O: -2.672 4.921 7.366
H: -2.913 6.007 9.091
H: -3.824 4.480 9.032
H: -5.150 6.757 8.487
H: -5.387 5.373 7.393

Entry 4:
A molecular structure, C30H51N4O5SSbSi3V. Source: the Open Molecules 2025 dataset; level of theory: the ωB97M-V functional and the def2-TZVPD basis.

Computed properties:
Energy above the lowest of the compared OMol25 structures with the same formula, charge and spin   0.00 kcal/mol
Charge   +1
E_HOMO (alpha / beta)   -9.910 / -9.875 eV
Spin multiplicity   3
Orbital gap (alpha / beta)   7.36 / 7.22 eV
DFT total energy   -4219.85843 Ha

Geometry (Å):
V: -0.489 1.526 0.351
O: -2.011 4.944 2.470
C: -1.019 4.203 2.016
O: -1.215 3.282 1.247
C: 0.323 4.658 2.540
O: 1.386 3.905 2.053
C: 1.867 2.904 2.939
C: 0.997 1.648 3.028
O: 0.826 1.103 4.098
O: 0.560 1.202 1.882
H: -2.851 4.601 2.118
H: 0.265 4.671 3.634
H: 0.442 5.695 2.214
H: 2.003 3.302 3.946
H: 2.836 2.598 2.541
C: -1.265 -1.391 2.983
Sb: -1.966 -1.626 0.967
C: -2.248 0.489 0.652
C: -2.693 0.860 -0.715
C: -3.791 0.393 -1.442
C: -4.049 0.929 -2.688
C: -3.210 1.912 -3.209
C: -2.133 2.321 -2.454
N: -1.892 1.812 -1.243
Si: -3.482 1.169 1.922
C: -4.849 -0.071 2.273
C: -4.331 2.679 1.166
C: -2.709 1.615 3.573
C: -0.132 -2.228 -0.207
C: 0.606 -1.205 -0.997
C: 1.619 -1.771 -1.931
C: 2.428 -1.042 -2.683
C: 2.374 0.449 -2.651
C: 1.180 0.999 -1.823
N: 0.446 0.072 -0.930
Si: 1.105 -3.069 1.007
C: 0.221 -4.293 2.132
C: 2.019 -1.725 1.935
C: 2.439 -4.108 0.172
Si: -0.985 -3.501 -1.415
C: -1.763 -4.919 -0.471
C: -2.274 -2.560 -2.405
C: 0.082 -4.348 -2.720
H: -0.793 -0.427 3.143
H: -0.570 -2.175 3.256
H: -2.144 -1.493 3.621
H: -4.425 -0.372 -1.014
H: -4.903 0.588 -3.258
H: -3.394 2.352 -4.179
H: -1.445 3.083 -2.802
H: -5.417 -0.322 1.374
H: -5.550 0.352 2.998
H: -4.474 -1.005 2.699
H: -5.129 2.373 0.485
H: -3.652 3.310 0.589
H: -4.806 3.277 1.951
H: -2.642 0.740 4.220
H: -3.345 2.343 4.086
H: -1.701 2.023 3.507
H: 1.695 -2.842 -1.965
H: 3.158 -1.521 -3.327
H: 2.302 0.820 -3.674
H: 0.423 1.389 -2.506
H: -0.856 -4.163 2.219
H: 0.642 -4.226 3.139
H: 0.399 -5.309 1.775
H: 1.413 -1.201 2.673
H: 2.395 -0.962 1.245
H: 2.877 -2.166 2.450
H: 2.037 -4.920 -0.436
H: 3.006 -4.573 0.985
H: 3.151 -3.540 -0.429
H: -2.391 -4.626 0.367
H: -1.006 -5.619 -0.111
H: -2.393 -5.465 -1.181
H: -3.202 -2.415 -1.852
H: -2.512 -3.121 -3.312
H: -1.907 -1.576 -2.714
H: 0.986 -4.827 -2.344
H: 0.354 -3.686 -3.544
H: -0.546 -5.140 -3.139
C: 3.915 3.043 -3.433
N: 4.449 1.889 -2.730
C: 5.648 2.096 -1.908
C: 5.799 0.746 -1.218
N: 4.407 0.298 -1.231
C: 3.689 0.977 -2.111
S: 1.794 2.363 -0.782
H: 4.700 3.452 -4.067
H: 3.569 3.793 -2.721
H: 3.077 2.754 -4.061
H: 5.443 2.888 -1.180
H: 6.501 2.379 -2.519
H: 6.192 0.834 -0.209
H: 6.419 0.054 -1.791
H: 4.104 -0.609 -0.913